(1)
Entry from the Open Molecules 2025 dataset: C30H34BN14Tl as an isolated structure (ωB97M-V/def2-TZVPD).

* gap between HOMO and LUMO (spin up / spin down): 6.23 / 3.64 eV
* HOMO (spin up / spin down): -15.808 / -15.808 eV
* total charge: +3
* E_tot: -2126.70147 a.u.
* energy above the lowest of the compared OMol25 structures with the same formula, charge and spin: 11.8 kcal/mol
* strongest force on any atom: 1.2 eV/Å
* ⟨S²⟩: 0.76
* multiplicity: 2

Positions of all 80 atoms, in Å:
Tl 0.2348 -0.8865 -0.0190
C -2.3654 -3.1180 -2.9027
C -1.6674 -3.0075 -1.7071
N -1.0429 -1.8297 -1.6506
N -1.3252 -1.1563 -2.7952
C -2.1175 -1.9284 -3.5586
B -0.8349 0.3119 -2.9527
N 0.7211 0.2797 -2.8868
C 1.5936 0.4947 -3.8832
C 2.8707 0.1896 -3.4414
C 2.6988 -0.2249 -2.1307
N 1.4035 -0.1571 -1.8020
N -1.4512 1.1048 -1.7444
C -2.3702 2.0786 -1.8278
C -2.8519 2.3520 -0.5607
C -2.1623 1.4800 0.2705
N -1.3131 0.7410 -0.4506
N -1.2527 1.0430 -4.2046
C -2.2555 0.9210 -5.1216
C -2.1907 1.9929 -5.9700
C -1.1183 2.7720 -5.4771
N -0.6010 2.2212 -4.4018
H -2.9747 -3.9390 -3.2355
H -1.5931 -3.7097 -0.8919
H -2.4455 -1.6197 -4.5335
H 1.2734 0.8354 -4.8501
H 3.7877 0.2671 -3.9983
H 3.4255 -0.5829 -1.4194
H -2.6519 2.5221 -2.7681
H -3.6196 3.0530 -0.2841
H -2.2427 1.3538 1.3368
H -2.9751 0.1222 -5.1256
H -2.8554 2.2348 -6.7807
H -0.7665 3.7218 -5.8434
C -2.0157 3.7532 3.2790
C -0.9554 2.6827 3.5067
C -0.0597 3.0535 4.7243
C -0.0287 2.4375 2.3699
C 0.7437 1.2372 2.3630
C 1.7693 1.0494 1.4590
C 2.1025 2.1049 0.5543
C 3.4167 2.1773 -0.1156
C 1.2199 3.2089 0.4508
C 0.1922 3.3773 1.3349
H -2.7101 3.7681 4.1168
H -2.5904 3.5830 2.3682
H -1.5728 4.7488 3.2267
H -1.4459 1.7348 3.7614
H 0.4448 4.0005 4.5343
H 0.6947 2.2937 4.9283
H -0.6893 3.1590 5.6056
H 0.5819 0.5086 3.1482
H 2.4864 0.2484 1.6210
H 3.9504 1.2322 -0.1310
H 4.0293 2.8905 0.4551
H 3.3346 2.5889 -1.1231
H 1.4109 3.9733 -0.2925
H -0.4130 4.2717 1.2761
N -2.1124 -0.9676 2.7057
C -1.1155 -1.8331 2.9564
N -1.1032 -2.4386 4.1167
C -0.1434 -3.3443 4.3445
N -0.1132 -3.9795 5.4928
N 0.7820 -3.6678 3.3992
C 0.7295 -3.0166 2.2788
N -0.1554 -2.0284 2.0038
C 1.6418 -3.4709 1.1970
C 2.4003 -4.6200 1.3695
C 3.1063 -5.1296 0.2882
C 3.0053 -4.4841 -0.9343
C 2.2524 -3.3255 -1.0210
N 1.6028 -2.8224 0.0286
H -2.8634 -0.9487 3.3800
H -2.3167 -0.6995 1.7577
H -0.8134 -3.7953 6.1943
H 0.6053 -4.6623 5.6747
H 2.3947 -5.0982 2.3360
H 3.7096 -6.0196 0.4032
H 3.5022 -4.8590 -1.8176
H 2.1436 -2.8051 -1.9639

Mulliken population analysis, charges in e, atoms 1 to 6: 2.67, -1.67, -0.17, -0.35, 0.41, 0.17

=====

(2)
Entry from the Open Molecules 2025 dataset: C30H34N7O6Zr as an isolated structure (ωB97M-V/def2-TZVPD).

* gap between HOMO and LUMO: 7.44 eV
* HOMO: -16.695 eV
* total charge: +3
* E_tot: -2044.73494 a.u.
* energy above the lowest of the compared OMol25 structures with the same formula, charge and spin: 4.7 kcal/mol
* strongest force on any atom: 6.3 eV/Å

Positions of all 78 atoms, in Å:
Zr -0.4573 -0.4637 0.1672
C -0.4937 3.0805 0.2569
C 0.0822 2.7086 -1.0430
C 0.5767 3.6612 -1.9415
C 0.9609 3.2234 -3.1817
C 0.9157 1.8637 -3.5313
C 0.3802 1.0063 -2.5871
N -0.0691 1.3973 -1.3625
C 0.2131 -0.4590 -2.8584
C 0.5593 -1.0301 -4.1024
C 0.4386 -2.3861 -4.2363
C -0.2786 -3.1369 -3.3345
C -0.7226 -2.4558 -2.1968
N -0.4162 -1.1932 -1.9146
C -1.5921 -3.1250 -1.1488
C -1.9951 -4.4168 -1.3043
C -2.8686 -4.9976 -0.3948
C -3.2354 -4.2086 0.7237
C -2.7434 -2.9151 0.8099
C -3.2145 -2.1476 1.9812
N -1.9577 -2.3343 -0.1181
H -0.0580 4.0864 0.5764
H -0.0939 2.3338 1.0773
H -1.5964 3.1535 0.2602
H 0.6004 4.7116 -1.6229
H 1.3276 3.9475 -3.8830
H 1.2682 1.5765 -4.5297
H 1.0517 -0.4164 -4.8944
H 0.7532 -2.8837 -5.1318
H -0.2742 -4.2162 -3.4093
H -1.6226 -5.0337 -2.1376
H -3.3180 -5.9393 -0.5306
H -3.8411 -4.6109 1.5893
H -3.9585 -2.7231 2.4845
H -3.8117 -1.3190 1.6818
H -2.4291 -1.8252 2.7017
O -0.1870 -0.2072 4.9304
C -0.1481 0.4103 3.8523
O 0.8342 0.8991 3.2580
C -1.5802 0.6733 3.3164
C -2.5415 1.1424 4.2764
C -3.7567 1.6129 3.8523
C -3.9985 1.6799 2.4906
C -3.0757 1.0247 1.6490
N -1.8436 0.6461 2.0111
C -3.2498 0.9387 0.1673
O -4.2433 1.4140 -0.5413
O -2.3359 0.4441 -0.4350
H 0.7172 -0.2994 5.2153
H -2.2908 1.1630 5.2994
H -4.5233 1.9622 4.5664
H -4.9309 2.1128 2.1515
H -4.8848 1.8738 0.0562
C 2.8400 2.4004 1.7147
N 3.4003 1.7352 0.5536
C 4.8396 1.8317 0.3594
C 2.6905 0.7660 -0.0418
N 1.5904 0.2670 0.5505
N 3.0161 0.2615 -1.2894
C 3.8564 1.0195 -2.2382
C 2.9831 -1.1831 -1.4503
H 3.1545 3.4546 1.7290
H 3.0997 1.9437 2.6946
H 1.7688 2.4984 1.6147
H 5.3054 2.1203 1.2841
H 5.1648 2.6066 -0.4106
H 5.1707 0.8655 0.0385
H 1.6408 0.3207 1.5932
H 3.7146 2.0974 -2.1260
H 3.5571 0.6728 -3.2439
H 4.8959 0.7294 -2.2024
H 2.6413 -1.6536 -0.5052
H 3.9674 -1.6174 -1.6453
H 2.3365 -1.4552 -2.2892
O 0.6845 -2.5222 0.3229
C 0.5845 -2.4922 1.5846
O -0.0294 -1.4762 2.0547
H 1.0849 -3.1947 2.3168

Mulliken population analysis, charges in e, atoms 1 to 6: -0.77, -0.66, 0.83, -1.08, -1.06, -1.04

=====

(3)
Entry from the Open Molecules 2025 dataset: C30H35BrHgN10O4 as an isolated structure (ωB97M-V/def2-TZVPD).

* gap between HOMO and LUMO (spin up / spin down): 4.25 / 7.65 eV
* HOMO (spin up / spin down): -1.926 / -5.329 eV
* total charge: -1
* E_tot: -4740.24296 a.u.
* strongest force on any atom: 0.6 eV/Å
* ⟨S²⟩: 0.76
* multiplicity: 2

Positions of all 81 atoms, in Å:
Hg 0.0670 0.9973 0.4558
O -2.6612 4.3277 0.3834
C -1.6499 3.6251 0.3870
N -1.3046 2.6239 1.2101
C -1.9997 2.3857 2.4002
O -2.7985 3.1826 2.9154
C -1.7178 1.1101 3.0342
C -2.3539 0.8208 4.2704
C -2.1791 -0.3854 4.8801
C -1.3348 -1.3528 4.2531
C -0.7146 -1.0066 3.0777
N -0.8687 0.1703 2.4566
C -0.6533 3.9104 -0.7289
C -0.7435 5.1287 -1.3963
C 0.1302 5.3965 -2.4318
C 1.0803 4.4415 -2.7717
C 1.1041 3.2600 -2.0541
N 0.2496 2.9952 -1.0690
H -2.9774 1.5977 4.6903
H -2.6641 -0.6080 5.8231
H -1.1682 -2.3289 4.6891
H -0.0509 -1.7047 2.5810
H -1.5017 5.8281 -1.0757
H 0.0795 6.3338 -2.9721
H 1.7893 4.6082 -3.5711
H 1.8397 2.4933 -2.2633
C -3.9005 -1.5212 1.4453
N -3.8033 -0.4624 0.4601
C -4.5978 0.7277 0.7641
C -4.3073 1.6388 -0.4162
N -3.0286 1.1298 -0.8832
C -2.6139 1.4531 -2.2263
C -2.7240 -0.0856 -0.3152
N -1.5776 -0.6366 -0.5827
C -1.2656 -2.0012 -0.1907
C 0.1746 -2.3856 -0.4795
N 1.0949 -1.7806 0.4612
C 2.2543 -2.2725 0.6997
N 3.0012 -1.8922 1.8060
C 2.8875 -0.5808 2.4197
C 4.3525 -2.4137 1.7010
C 4.1468 -3.6377 0.8294
N 2.9940 -3.2496 0.0403
C 2.5979 -4.1290 -1.0327
H -4.9631 -1.7290 1.5897
H -3.4712 -1.2353 2.4105
H -3.4324 -2.4320 1.0982
H -4.2566 1.1848 1.6976
H -5.6518 0.4639 0.8619
H -4.2187 2.6841 -0.1193
H -5.0649 1.5456 -1.2074
H -3.3024 1.0189 -2.9660
H -1.6138 1.0677 -2.4081
H -2.6088 2.5370 -2.3494
H -1.8831 -2.6947 -0.7785
H -1.4462 -2.1888 0.8673
H 0.3926 -2.1035 -1.5121
H 0.1956 -3.4786 -0.4191
H 1.8474 -0.2908 2.5136
H 3.4157 0.1767 1.8336
H 3.3233 -0.6389 3.4183
H 4.7554 -2.6430 2.6875
H 4.9992 -1.6871 1.1967
H 3.9325 -4.5379 1.4232
H 5.0046 -3.8407 0.1860
H 3.5072 -4.4967 -1.5116
H 2.0258 -3.6023 -1.7883
H 2.0243 -4.9978 -0.6871
Br -0.2414 -0.4432 -4.8897
C 1.4622 -0.5181 -4.0508
C 2.5191 -1.1221 -4.7058
N 3.7317 -1.2038 -4.1603
C 3.9011 -0.6797 -2.9466
C 2.8915 -0.0637 -2.2123
C 1.6348 0.0196 -2.7890
C 3.1997 0.5044 -0.8261
O 4.3593 0.3836 -0.4304
O 2.2559 1.1113 -0.2345
H 2.3927 -1.5523 -5.6924
H 4.8902 -0.7479 -2.5120
H 0.8097 0.4788 -2.2611

Mulliken population analysis, charges in e, atoms 1 to 6: 2.31, -0.74, -0.12, -0.08, -0.29, -0.80